{
  "formula": "C40H85IN2O22P5Si",
  "method": "wB97M-V/def2-TZVPD",
  "e_lumo_ev": -4.3,
  "homo_lumo_gap_ev": 6.4,
  "total_charge": 1,
  "symbols": ["C", "C", "C", "O", "C", "C", "C", "P", "C", "O", "N", "C", "C", "C", "O", "C", "C", "O", "C", "C", "C", "C", "C", "C", "C", "C", "C", "I", "C", "C", "O", "C", "C", "O", "N", "Si", "C", "C", "C", "H", "H", "H", "H", "H", "H", "H", "H", "H", "H", "H", "H", "H", "H", "H", "H", "H", "H", "H", "H", "H", "H", "H", "H", "H", "H", "H", "H", "H", "H", "H", "H", "H", "H", "H", "H", "H", "H", "H", "H", "H", "H", "H", "H", "H", "H", "H", "H", "H", "C", "O", "P", "O", "O", "C", "O", "C", "H", "H", "H", "H", "H", "H", "H", "H", "H", "C", "O", "P", "O", "O", "C", "O", "C", "H", "H", "H", "H", "H", "H", "H", "H", "H", "C", "O", "P", "O", "O", "C", "O", "C", "H", "H", "H", "H", "H", "H", "H", "H", "H", "C", "O", "P", "O", "O", "C", "O", "C", "H", "H", "H", "H", "H", "H", "H", "H", "H"],
  "coordinates": [[1.30730, 4.72332, 2.09232], [1.39559, 3.15334, 1.54453], [0.96314, 3.06268, -0.06864], [0.44534, 1.70002, -0.26286], [0.34980, 1.33130, -1.68443], [1.04078, -0.06707, -2.12983], [0.56596, -1.18257, -0.98154], [-1.34587, -1.53373, -1.08485], [-2.07361, -0.47809, 0.37576], [-1.71033, -3.19315, -0.71408], [1.28139, -2.45617, -1.32435], [2.80040, -2.38714, -1.31816], [3.40841, -3.02411, 0.09368], [2.48709, -2.94038, 1.41374], [3.09129, -2.19036, 2.56613], [3.16117, -3.04392, 3.76243], [4.68047, -3.29914, 4.40792], [2.12896, -3.59544, 4.40664], [3.23180, -3.49811, -2.45205], [3.19538, -3.12532, -4.00507], [4.59030, -3.49147, -4.86427], [4.74987, -3.23774, -6.48779], [3.51888, -2.60756, -7.40155], [3.60089, -2.36350, -9.02761], [2.12693, -2.21063, -6.56406], [2.00649, -2.49416, -4.92946], [3.40139, -0.85259, -1.63302], [3.59388, 0.35689, 0.24659], [4.95303, -1.07340, -2.05393], [6.01255, 0.12705, -1.65943], [7.16564, -0.05853, -2.60605], [8.20854, 0.95504, -2.26412], [8.02279, 2.43473, -2.97376], [9.24831, 0.65648, -1.44217], [2.48382, -0.09562, -2.49434], [3.03204, 0.95875, -3.75679], [3.55676, 2.68031, -2.96194], [4.28759, 0.39072, -5.06953], [1.47175, 1.46970, -4.85435], [2.40913, 5.16273, 2.13065], [0.72264, 5.34111, 1.27914], [0.85823, 4.80848, 3.16951], [0.70947, 2.46061, 2.22114], [2.49921, 2.80883, 1.73778], [1.89662, 3.27419, -0.74299], [0.08161, 3.82639, -0.19603], [-0.82262, 1.18823, -1.87978], [0.62649, 2.28971, -2.29281], [0.44531, -0.42936, -3.10258], [0.77124, -0.83888, 0.11455], [-2.79546, -1.13305, 1.03717], [-2.54452, 0.52394, -0.00323], [-1.16458, -0.18318, 1.07587], [-1.58625, -3.28036, 0.27607], [1.01149, -2.67787, -2.33075], [0.89201, -3.29413, -0.79381], [4.46952, -2.56002, 0.38494], [3.65565, -4.17966, -0.08767], [1.39954, -2.53884, 1.30149], [2.36741, -4.05012, 1.84217], [5.51237, -3.40615, 3.58800], [4.92449, -2.29172, 4.99847], [4.68891, -4.15034, 5.21981], [4.32040, -3.87617, -2.14007], [2.52513, -4.44193, -2.26973], [5.54503, -3.96576, -4.32668], [5.76247, -3.55488, -7.01772], [4.72535, -2.32311, -9.40270], [2.98541, -3.22035, -9.58504], [3.12950, -1.31418, -9.30178], [1.26236, -1.74249, -7.21429], [0.99031, -2.22112, -4.43185], [5.41798, -2.02019, -1.48532], [5.15898, -1.34576, -3.18047], [6.50986, -0.01700, -0.58363], [5.63265, 1.21097, -1.85944], [6.88062, 2.75263, -2.90326], [8.73747, 3.17094, -2.40820], [8.32511, 2.39885, -4.10526], [4.43268, 3.09857, -3.65672], [2.65641, 3.43795, -2.94807], [3.93030, 2.57272, -1.85844], [5.39650, 0.72919, -4.78645], [4.28567, -0.75509, -5.30440], [4.06992, 0.93516, -6.10946], [1.85223, 1.76852, -5.94600], [0.73008, 0.57881, -5.01211], [0.95601, 2.45599, -4.43944], [-4.89702, 2.40540, 5.91509], [-3.49372, 2.40223, 6.09860], [-2.69442, 1.12056, 5.25513], [-1.41762, 1.42666, 6.05040], [-2.68997, 2.01681, 3.86812], [-2.12997, 3.31851, 3.89093], [-1.89505, -0.16103, 4.41165], [-1.21031, -1.11199, 5.20721], [-5.31516, 3.27984, 6.41976], [-5.14419, 2.46007, 4.85067], [-5.32726, 1.49952, 6.34988], [-1.47795, 3.48677, 4.75146], [-2.93994, 4.05306, 3.90702], [-1.54519, 3.46556, 2.97782], [-1.78963, -1.35112, 6.10277], [-0.22321, -0.73364, 5.48359], [-1.07519, -2.02310, 4.61871], [1.55998, -4.02793, 9.35885], [0.38564, -3.26463, 9.15581], [-0.71341, -3.32851, 10.49037], [-1.78561, -2.67588, 9.60673], [0.13651, -2.14370, 11.26557], [0.37925, -0.91900, 10.59495], [-1.81245, -3.39230, 11.82489], [-3.08405, -3.96211, 11.57100], [2.22707, -3.87944, 8.50614], [2.07373, -3.70583, 10.26955], [1.30214, -5.08753, 9.43329], [-0.28426, -0.76203, 9.74110], [1.41662, -0.90322, 10.24929], [0.23582, -0.09655, 11.30233], [-2.98957, -4.83774, 10.92356], [-3.74594, -3.22226, 11.11449], [-3.52167, -4.27128, 12.52369], [-4.63636, 2.84164, -8.04096], [-3.23306, 2.83847, -7.85745], [-2.43375, 1.55680, -8.70092], [-1.15696, 1.86289, -7.90565], [-2.42931, 2.45304, -10.08793], [-1.86931, 3.75474, -10.06512], [-1.63439, 0.27521, -9.54440], [-0.94965, -0.67575, -8.74884], [-5.05449, 3.71607, -7.53629], [-4.88353, 2.89630, -9.10538], [-5.06660, 1.93575, -7.60617], [-1.21729, 3.92300, -9.20459], [-2.67928, 4.48929, -10.04903], [-1.28453, 3.90180, -10.97823], [-1.52897, -0.91489, -7.85328], [0.03745, -0.29741, -8.47247], [-0.81453, -1.58686, -9.33734], [-11.60854, 2.75354, 3.69948], [-10.20525, 2.75037, 3.88299], [-9.40594, 1.46870, 3.03952], [-8.12915, 1.77480, 3.83479], [-9.40150, 2.36495, 1.65251], [-8.84150, 3.66665, 1.67532], [-8.60658, 0.18711, 2.19604], [-7.92183, -0.76385, 2.99159], [-12.02668, 3.62798, 4.20414], [-11.85572, 2.80820, 2.63506], [-12.03878, 1.84766, 4.13427], [-8.18948, 3.83490, 2.53585], [-9.65147, 4.40120, 1.69141], [-8.25671, 3.81370, 0.76220], [-8.50115, -1.00298, 3.88716], [-6.93474, -0.38550, 3.26797], [-7.78672, -1.67496, 2.40309]],
  "atomic_forces_ev_per_a": [[0.877, -0.248, -0.756], [0.020, 0.494, 0.486], [0.182, 0.138, 2.237], [0.933, 0.355, -1.751], [-1.780, 1.019, -0.040], [-2.149, -0.724, 0.089], [0.352, 1.289, 1.252], [-1.786, 0.507, -0.887], [1.316, -0.108, 1.401], [1.831, 2.110, 2.045], [-0.618, -0.416, -0.937], [2.424, -1.061, 0.478], [0.825, -0.356, 0.430], [-0.868, -1.757, 1.447], [-0.128, -2.865, 1.060], [-2.933, -2.706, 3.584], [-0.391, 1.649, 0.099], [5.962, 3.735, -4.866], [0.251, -0.726, 0.094], [1.493, 0.569, -5.412], [-2.356, 1.300, -2.181], [-3.318, 0.689, 1.619], [-0.628, -0.394, 4.258], [-0.037, 0.102, 0.554], [3.692, -1.880, 1.496], [2.750, -0.811, -1.475], [-0.253, -1.083, -0.024], [-0.358, -0.481, 0.272], [1.842, -0.453, -0.127], [0.910, -0.158, -0.199], [1.315, 2.370, 1.625], [4.388, -1.301, 3.176], [-0.063, -0.736, 0.505], [-7.368, 1.828, -5.661], [0.465, -2.051, 1.292], [-0.867, 2.830, -2.068], [0.751, 0.546, 0.023], [1.942, -0.238, -1.194], [-0.277, 0.498, -0.904], [-2.393, -0.842, -0.063], [0.942, -1.001, 1.953], [0.686, -0.170, -2.254], [1.257, 1.401, -1.741], [-2.139, 0.454, -0.636], [-1.904, -0.328, 1.155], [1.760, -1.335, -0.155], [2.401, 0.069, 0.188], [-0.142, -2.213, 0.717], [1.060, 0.988, 2.038], [0.303, -0.603, -2.143], [1.206, 1.426, -1.537], [0.744, -2.186, 0.595], [-1.943, -0.421, -1.262], [-0.454, -0.355, -1.323], [0.291, 0.364, 1.267], [0.758, 1.231, -0.482], [-2.497, -0.727, -0.853], [-0.797, 2.519, 0.256], [1.998, -0.539, -0.107], [0.051, 2.357, -1.210], [-1.818, 0.062, 1.556], [-0.499, -2.084, -1.332], [-0.338, 1.627, -2.028], [-2.410, 0.908, -1.067], [1.408, 1.894, -0.310], [-2.424, 1.186, -1.153], [-2.404, 0.787, 1.316], [-2.447, -0.342, 0.929], [1.504, 1.909, 1.254], [0.843, -2.230, 0.706], [1.771, -1.049, 1.837], [1.904, -0.471, -1.062], [-1.426, 2.108, -1.072], [-0.874, 0.804, 2.060], [-1.624, 0.464, -2.249], [0.319, -2.060, 0.710], [2.519, -0.623, -0.093], [-1.571, -1.469, -1.106], [-0.583, -0.183, 2.218], [-1.877, -0.579, 1.639], [1.838, -1.441, -0.189], [-0.527, 0.316, -2.064], [-2.243, -0.932, -0.512], [0.061, 2.130, 0.522], [0.243, -1.074, 2.389], [-0.768, -0.711, 2.394], [1.057, 1.882, 0.254], [0.747, -2.337, -0.882], [-0.886, 0.353, -0.026], [-1.587, -2.927, -0.397], [8.707, 5.713, -0.082], [-1.465, -0.997, 0.372], [-0.720, -1.956, -0.314], [-0.191, 0.704, 0.187], [-3.354, -0.204, -0.377], [0.088, -0.509, 0.403], [0.105, -0.140, -0.037], [-0.174, -0.002, 0.032], [-0.259, 0.213, -0.005], [-0.114, -0.226, 0.017], [0.124, 0.021, 0.028], [-0.142, -0.234, 0.015], [0.372, -0.098, 0.049], [-0.272, 0.139, 0.098], [-0.211, 0.089, -0.046], [0.735, -0.172, -0.171], [0.002, -2.900, 1.660], [-3.901, 9.441, -2.441], [0.515, -1.799, -0.009], [-0.432, -1.912, 1.119], [0.453, 0.424, -0.535], [2.606, -2.123, 0.315], [-0.413, -0.390, 0.008], [-0.139, -0.013, 0.068], [0.102, -0.066, 0.003], [0.304, -0.041, -0.087], [-0.018, -0.206, 0.116], [-0.084, 0.076, -0.035], [-0.019, -0.316, 0.073], [-0.311, 0.131, -0.001], [0.285, -0.086, -0.150], [0.285, -0.032, -0.009], [-0.793, 0.376, 0.012], [-1.697, -2.921, -0.287], [8.716, 5.848, -0.637], [-1.406, -1.049, 0.599], [-0.794, -2.177, -0.051], [-0.116, 0.834, 0.154], [-3.238, -0.364, -0.076], [-0.052, -0.416, 0.168], [0.108, -0.129, -0.036], [-0.117, 0.012, 0.011], [-0.257, 0.190, 0.011], [-0.122, -0.222, -0.002], [0.127, 0.012, 0.021], [-0.184, -0.268, 0.063], [0.315, -0.086, 0.053], [-0.222, 0.234, 0.093], [-0.239, 0.110, -0.069], [-0.791, 0.368, 0.031], [-1.696, -2.919, -0.338], [8.756, 5.738, -0.495], [-1.403, -0.990, 0.529], [-0.772, -2.066, -0.125], [-0.142, 0.771, 0.167], [-3.314, -0.269, -0.137], [0.030, -0.459, 0.260], [0.110, -0.132, -0.032], [-0.118, 0.012, 0.003], [-0.253, 0.195, 0.012], [-0.124, -0.221, 0.002], [0.127, 0.018, 0.025], [-0.175, -0.259, 0.055], [0.341, -0.080, 0.029], [-0.257, 0.172, 0.100], [-0.248, 0.123, -0.058]]
}